83
Properties=species:S:1:pos:R:3:forces:R:3 method="wB97M-V/def2-TZVPD" multiplicity=2 total_charge=+1 e_lumo_ev="-3.909 / -3.296" fmax_ev_per_a=1.67 e_tot_ev=-170708.90521
C -1.439032 -0.201187 -2.881778 0.0 0.0 0.1
H -2.905434 -1.728599 3.546747 0.0 0.0 0.0
H 3.171190 -3.882143 -2.460848 0.1 0.0 0.0
H 4.551257 -2.244901 1.246451 0.0 -0.1 0.0
H -7.171123 0.502160 -2.304959 0.0 0.0 0.0
C 4.581374 3.361433 -0.615331 0.1 -0.1 0.0
C 0.939106 -0.145240 -3.612428 -0.1 -0.2 0.0
C 4.829142 0.619250 -0.621263 0.2 0.0 -0.1
F 2.990167 3.204721 1.073844 0.2 -0.1 0.1
N -0.155826 0.452343 -2.878983 -0.1 0.2 -0.3
F 4.455394 4.683018 -0.610310 0.0 0.0 0.0
C 0.832162 2.109694 -1.356665 -0.2 -0.4 0.5
O 1.583062 3.016842 -1.198363 -0.2 0.0 -0.3
H -3.237128 -0.355578 2.045898 0.1 0.0 0.0
H -6.183203 -1.445588 -1.149912 0.0 0.0 0.0
C -4.473770 1.999227 -0.915201 0.0 0.0 0.0
H -2.430681 -1.878684 -1.984630 0.0 0.0 0.0
C 4.010679 -3.181317 1.376336 0.1 0.0 0.1
C 1.814396 -5.019868 0.227355 -0.1 -0.1 -0.1
H -4.910588 4.235710 3.506139 0.0 0.0 0.0
C -1.840963 -1.700222 3.359374 0.1 0.0 0.0
H 1.144605 -2.712801 4.542435 0.0 0.0 0.0
C -3.940633 3.910005 3.157066 0.0 0.0 0.0
C -0.057124 1.841812 -2.560289 0.0 0.2 0.1
H -0.854884 -2.276423 -2.712526 0.0 0.0 0.0
V 1.144444 -0.449765 0.038756 0.4 1.2 -0.3
H 1.195561 -5.227759 -0.645099 0.0 0.0 0.0
O -0.768731 -1.375448 -0.854226 0.0 -0.1 0.0
C -5.637141 1.853728 -1.650932 0.0 0.0 0.0
O 0.641468 1.163698 -0.362533 0.0 0.7 -0.2
C -1.370167 -0.921802 2.268554 0.0 0.1 0.1
H -1.815715 -0.404852 -3.896215 0.0 0.0 0.0
N -0.058015 -0.880994 1.966649 0.0 0.1 -0.2
H 4.594349 -4.209332 -1.400712 0.0 0.0 0.0
P -2.297099 1.156631 0.547628 0.2 -0.2 0.0
C 1.639625 -1.068421 -2.620987 0.0 0.3 0.1
C 5.586886 1.370354 -1.499050 -0.1 0.0 0.1
C -1.453043 3.084927 2.250927 0.1 0.1 0.0
C 3.790119 -3.512960 -1.650279 0.0 0.0 -0.1
O 1.537299 -2.210930 0.149747 0.4 -1.6 0.1
H 0.308207 2.465338 -3.385491 0.0 -0.1 0.1
H 1.605189 0.641015 -3.969233 0.1 -0.1 0.0
F 6.439034 0.779937 -2.336926 0.0 0.0 0.0
H -0.477263 2.781033 1.881159 0.0 0.0 0.0
H 3.488476 -3.181491 2.330932 0.0 0.0 0.0
S 2.946105 0.237643 1.354270 -0.1 -0.1 0.0
F 5.011314 -0.713605 -0.627972 -0.1 0.0 0.0
C 0.781363 -1.524829 2.824230 0.0 0.0 0.0
C -1.408950 -1.527859 -2.143691 0.0 0.0 -0.1
H -2.154932 0.459237 -2.396310 0.0 0.0 0.0
H 4.695276 -4.029479 1.327637 0.0 0.0 0.1
H 4.197951 -2.535838 -1.895321 0.0 0.0 0.0
C 3.928044 1.196361 0.258826 -0.1 0.1 0.0
N -2.337964 -0.236536 1.593483 -0.1 0.0 -0.1
C -3.852967 2.905665 2.205576 -0.1 -0.1 0.1
C 5.460169 2.752788 -1.496939 -0.1 0.0 0.1
H 1.833015 -1.433997 2.600453 0.0 0.0 0.0
C 3.829244 2.582512 0.249995 0.0 0.2 0.0
H -4.107272 -1.198227 0.140838 0.0 0.0 0.0
C -0.972859 -2.361089 4.171546 0.1 0.0 0.0
C -4.538192 -0.332336 -0.345827 0.0 0.0 0.0
C -3.916227 0.908867 -0.242259 0.0 0.0 0.0
H -6.061265 2.709027 -2.158286 0.0 0.0 0.0
C -1.541500 4.080269 3.211409 0.0 0.0 0.0
As 2.769512 -3.398324 -0.050223 -0.3 0.4 0.2
H 0.579834 -0.730956 -4.463355 0.0 0.0 0.0
H -0.641912 4.541113 3.594036 0.0 0.0 0.0
C 0.400064 -2.252351 3.911350 -0.1 0.0 0.0
H 1.186013 -4.903076 1.109727 0.1 0.0 0.0
H -4.759452 2.453235 1.823371 0.0 0.0 0.0
C -2.787063 4.494847 3.661371 0.0 0.0 0.0
C -5.706325 -0.476483 -1.085182 0.0 0.0 0.0
H 2.523192 -5.834079 0.376462 0.0 0.0 0.0
H -0.575584 -2.266899 -0.542046 0.0 -0.1 0.1
H -1.044865 2.217064 -2.273249 0.1 0.0 0.0
H -2.859512 5.281986 4.399254 0.0 0.0 0.0
O 2.217549 -0.424626 -1.623110 -0.4 -0.3 0.2
H -3.999241 2.972819 -0.859404 0.0 0.0 0.0
O 1.536126 -2.278683 -2.682692 0.1 -0.2 -0.2
F 6.184182 3.486231 -2.332207 0.0 0.0 0.0
H -1.340923 -2.935274 5.010257 0.0 0.0 0.0
C -6.259802 0.614324 -1.734534 0.0 0.0 0.0
C -2.607763 2.484024 1.747700 0.1 0.1 0.0